Entry 1:
{
  "formula": "C19H17F3FeO",
  "method": "wB97M-V/def2-TZVPD",
  "homo_lumo_gap_ev": [2.91, 5.60],
  "multiplicity": 5,
  "fmax_ev_per_a": 2.669,
  "de_lowest_kcal_mol": 0.44,
  "total_energy_ha": -2372.51274,
  "charge": -2,
  "elements": ["F", "C", "F", "F", "C", "C", "O", "C", "C", "C", "C", "H", "H", "H", "H", "C", "C", "C", "C", "C", "C", "C", "Fe", "C", "C", "C", "C", "C", "H", "H", "H", "H", "H", "H", "H", "H", "H", "H", "H", "H", "H"],
  "coordinates": [[0.9004, 2.3567, 4.0839], [0.5229, 1.8645, 2.8725], [0.4562, 0.5023, 2.9939], [-0.7641, 2.2922, 2.6636], [1.4598, 2.2550, 1.7777], [1.2915, 1.5982, 0.5373], [0.1615, 0.8547, 0.3599], [2.3244, 1.6035, -0.3928], [3.4754, 2.3376, -0.1058], [3.5737, 3.1151, 1.0533], [2.5630, 3.0729, 2.0126], [2.2284, 0.9836, -1.2881], [4.3068, 2.2977, -0.8107], [4.4529, 3.7402, 1.2262], [2.6245, 3.6261, 2.9466], [-1.7038, 2.2175, -0.3791], [-0.7969, 1.0570, -0.6926], [-1.5672, -0.2350, -0.7064], [-2.1727, -0.8521, -1.8826], [-2.9652, -1.9707, -1.4408], [-2.8882, -2.0374, 0.0058], [-2.0528, -0.9474, 0.4704], [-1.0778, -2.1097, -0.8121], [0.8625, -2.0561, -0.3529], [0.6405, -2.1788, -1.7839], [-0.1680, -3.3698, -2.0070], [-0.4410, -3.9762, -0.7121], [0.1976, -3.1634, 0.3047], [-1.3406, 3.1247, -0.8602], [-2.7149, 1.9851, -0.7292], [-1.7328, 2.3457, 0.7018], [-0.2819, 1.1391, -1.6561], [-2.0732, -0.4403, -2.8813], [-3.5807, -2.5968, -2.0812], [-3.4311, -2.7266, 0.6479], [-1.8413, -0.6511, 1.5014], [1.5498, -1.3672, 0.1261], [1.1008, -1.5632, -2.5551], [-0.4336, -3.7905, -2.9735], [-0.9360, -4.9304, -0.5443], [0.2712, -3.4065, 1.3622]],
  "forces_ev_per_a": [[-0.3365, -0.0882, 0.1280], [1.4327, 0.2094, -1.7543], [-0.5429, 0.2176, 0.6736], [-0.2084, -0.2310, 0.7154], [-2.1394, -0.9255, 1.3005], [0.8665, -0.0374, -1.5959], [-0.1563, 0.0181, 0.2581], [-2.1190, -0.6877, 0.3872], [1.8668, 0.4982, -0.5284], [-0.4721, 0.2339, 0.9178], [1.7834, 0.9135, -0.4499], [-0.0074, 0.2751, 0.1699], [-0.0814, 0.1302, 0.1383], [-0.1318, -0.1206, -0.0354], [0.1441, 0.0431, -0.1626], [-0.2411, 0.3891, -0.1469], [0.4475, -1.5900, 0.3443], [-2.0550, 1.1081, 0.1623], [-0.9999, 1.5369, 0.5104], [-1.6603, 0.8317, 0.0616], [-1.5326, 1.0753, 0.2584], [-1.1964, 1.1843, -0.1254], [-0.1381, -0.2875, 0.1724], [1.6121, -1.3123, -0.2842], [1.6078, -1.2189, 0.0266], [1.6039, -1.1206, -0.1662], [1.4944, -1.0964, -0.1699], [1.6078, -0.8824, -0.3359], [-0.0476, 0.2731, 0.1276], [0.1416, 0.1641, -0.0639], [-0.0565, 0.0801, -0.1202], [0.0451, 0.2841, 0.0057], [0.0639, -0.3344, 0.0328], [0.2398, -0.0116, 0.1639], [0.2212, 0.0308, -0.2122], [0.0572, -0.3374, -0.4818], [-0.4514, 0.1198, -0.0955], [-0.2965, -0.0607, 0.2449], [-0.1037, 0.1892, 0.2258], [-0.0450, 0.3272, -0.0486], [-0.2163, 0.2099, -0.2484]],
  "mulliken_spin": [-0.007, 0.079, 0.016, 0.004, 0.326, 0.132, -0.098, -0.002, 0.390, -0.305, 0.286, -0.012, 0.055, -0.062, 0.084, 0.035, 0.095, -0.064, -0.023, 0.037, 0.046, 0.022, 2.704, 0.184, 0.084, -0.039, 0.013, 0.006, -0.005, -0.005, -0.005, 0.026, 0.004, 0.031, 0.000, -0.010, -0.087, 0.000, 0.027, 0.022, 0.016]
}

Entry 2:
{
  "formula": "C19H17F3N10O2OsS",
  "method": "wB97M-V/def2-TZVPD",
  "homo_lumo_gap_ev": [6.71, 4.73],
  "multiplicity": 5,
  "fmax_ev_per_a": 4.802,
  "total_energy_ha": -2220.09792,
  "charge": 2,
  "elements": ["Os", "N", "C", "N", "C", "N", "N", "C", "N", "C", "C", "C", "C", "C", "N", "H", "H", "H", "H", "H", "H", "H", "H", "N", "C", "C", "C", "C", "C", "C", "S", "O", "O", "N", "C", "N", "C", "C", "C", "N", "H", "H", "H", "H", "H", "H", "H", "H", "H", "F", "C", "F", "F"],
  "coordinates": [[0.1294, -0.7472, 0.4579], [2.3982, 1.5491, 1.6313], [2.2580, 0.5183, 2.5008], [2.9052, 0.4488, 3.6018], [2.7237, -0.6321, 4.4049], [3.2985, -0.6068, 5.6504], [1.9999, -1.7527, 4.1130], [1.3626, -1.5404, 2.9979], [1.4441, -0.5146, 2.0983], [0.4393, -2.5809, 2.6304], [0.4530, -3.8860, 3.1851], [-0.6428, -4.7116, 3.0272], [-1.7599, -4.2273, 2.2937], [-1.6288, -3.0134, 1.6354], [-0.5605, -2.2329, 1.8492], [3.0095, 2.2700, 2.0138], [1.6352, 1.8492, 1.0397], [3.8629, 0.2359, 5.7333], [3.2762, -1.4390, 6.2181], [1.3267, -4.1006, 3.7913], [-0.7392, -5.6696, 3.5577], [-2.5783, -4.9228, 2.0907], [-2.3043, -2.5556, 0.9086], [1.4652, 5.1399, -4.4912], [0.9268, 4.4760, -3.4433], [-0.3986, 3.9527, -3.6328], [-1.0220, 3.2317, -2.6042], [-0.2072, 2.7926, -1.5420], [1.0686, 3.3181, -1.2800], [1.5862, 4.1209, -2.2499], [-1.1094, 1.9907, -0.2811], [-2.5005, 2.3036, -0.3963], [-0.4903, 2.2357, 1.0082], [-0.8947, 0.2372, -0.7006], [-1.8988, -0.4102, -1.5539], [-2.0835, 0.1925, -2.7148], [-3.0582, -0.3711, -3.5029], [-3.6701, -1.5725, -3.1719], [-3.3320, -2.1407, -1.9614], [-2.4625, -1.5475, -1.1148], [0.8031, 5.2711, -5.2137], [2.4498, 5.1988, -4.7274], [-0.9681, 4.3247, -4.4602], [-2.0078, 2.8576, -2.8099], [1.5270, 3.1560, -0.2909], [2.6440, 4.5210, -2.1524], [-3.5610, 0.2425, -4.2591], [-4.3569, -2.0321, -3.8661], [-3.6636, -3.1028, -1.5866], [0.5293, -2.0289, -2.2359], [0.6281, -2.1927, -0.8880], [-0.1806, -3.2964, -0.7044], [1.9290, -2.6061, -0.6027]],
  "forces_ev_per_a": [[2.2037, -1.3770, 1.3009], [0.9599, 0.3224, 1.0338], [-1.2279, -0.7179, -2.1222], [0.9479, -0.1189, 2.2544], [1.2096, -0.2260, 2.1840], [-0.8018, 1.0801, -3.3601], [0.3357, 1.9831, -0.5453], [0.4474, -0.6003, -0.7900], [0.0039, 0.0992, 1.4298], [-1.4409, -3.1318, 0.7443], [0.5932, 1.3439, 0.2887], [-1.1078, 0.4437, 0.0745], [1.0848, -0.7563, -0.4185], [-0.0742, 0.0816, 0.1446], [-0.4519, 0.0817, -0.6170], [-0.3482, -0.0884, -0.3313], [-0.0662, -0.4383, 0.4560], [0.1217, -0.6600, 0.9516], [0.2357, 0.2839, 0.1856], [-0.2730, -0.4214, -0.0070], [0.3454, 0.4145, -0.4845], [0.0135, 0.6055, 0.2363], [-0.1463, -0.6536, 0.3484], [-0.2188, -1.1500, 1.7778], [-0.4563, -0.9042, -1.2198], [-0.7665, 0.6357, 1.9548], [1.8691, -0.0346, -2.3750], [-1.0548, 1.3085, 0.2282], [-0.5063, -0.0662, -0.0292], [3.6569, 1.0309, 0.3928], [-1.6480, -2.6866, 0.8292], [0.6607, -0.0697, -0.4681], [0.5554, -0.6750, -1.2085], [-2.8650, 3.5100, -1.5916], [0.3030, 0.2802, -0.2447], [-1.7214, -0.4047, -0.7202], [-0.1832, 0.6890, 1.4692], [0.3330, 0.1259, -0.2939], [1.3648, 0.0297, 0.8856], [0.1205, 1.1198, -0.5034], [-0.3095, 0.4253, -1.2214], [0.0045, 0.3080, 0.4236], [-0.3016, -0.1891, -0.4927], [-0.2623, -0.0825, 0.5359], [-0.0110, 0.1549, -1.0254], [-1.4376, -0.4371, 0.1586], [1.0462, -0.2147, -0.2643], [-0.1974, -0.0084, 0.1651], [-0.4284, 0.0831, -0.3338], [0.5525, 0.8524, 0.9569], [-0.0307, -2.0521, -0.7177], [0.7451, 0.2671, 0.2841], [-1.3773, 0.6047, -0.3093]],
  "mulliken_spin": [2.476, 0.014, -0.047, 0.003, 0.004, 0.009, 0.005, -0.036, 0.112, 0.021, 0.011, -0.008, 0.011, -0.028, 0.091, -0.002, 0.026, 0.000, 0.000, 0.001, 0.000, 0.001, 0.007, 0.375, 0.156, 0.202, -0.081, 0.223, -0.054, 0.182, 0.056, 0.031, 0.009, 0.277, -0.051, 0.015, -0.003, 0.013, -0.002, 0.035, -0.014, -0.012, -0.003, 0.000, -0.021, -0.006, 0.000, 0.000, 0.001, 0.004, -0.013, 0.002, 0.006]
}